No. 1
Below is the ion C17H18N5O with charge +1, with properties calculated with wB97M-V/def2-TZVPD.

```
41
Properties=species:S:1:pos:R:3:nbo_charge:R:1
C -2.06 -4.32 0.32 -0.66
C -1.63 -2.91 0.21 0.44
N -0.32 -2.67 0.15 -0.47
C 0.11 -1.42 0.06 0.31
N 1.58 -1.30 0.03 -0.55
C 2.15 -1.30 -1.36 -0.22
C 2.04 0.08 -2.02 -0.44
C 3.24 0.99 -1.70 -0.21
N 3.53 0.99 -0.29 -0.34
C 4.67 0.54 0.31 -0.09
C 4.43 0.56 1.66 -0.09
N 3.17 1.01 1.89 -0.41
C 2.65 1.26 0.71 0.04
C -0.76 -0.37 0.03 0.18
O -0.58 0.96 -0.06 -0.43
C -1.84 1.52 -0.03 0.29
C -2.14 2.86 -0.08 -0.25
C -3.49 3.21 -0.04 -0.15
C -4.49 2.24 0.06 -0.22
C -4.19 0.90 0.11 -0.15
C -2.85 0.53 0.07 -0.10
C -2.15 -0.72 0.10 0.21
N -2.56 -1.97 0.19 -0.41
H -1.26 -4.99 0.04 0.24
H -2.35 -4.53 1.35 0.25
H -2.94 -4.49 -0.30 0.25
H 1.89 -0.42 0.53 0.47
H 1.93 -2.13 0.53 0.46
H 1.60 -2.04 -1.93 0.24
H 3.19 -1.60 -1.30 0.23
H 2.00 -0.05 -3.10 0.25
H 1.12 0.56 -1.71 0.23
H 3.02 2.01 -2.04 0.23
H 4.13 0.65 -2.23 0.23
H 5.54 0.26 -0.24 0.23
H 5.08 0.30 2.47 0.23
H 1.70 1.72 0.55 0.23
H -1.37 3.61 -0.15 0.24
H -3.76 4.25 -0.07 0.23
H -5.52 2.56 0.09 0.23
H -4.95 0.14 0.18 0.24
```

Frontier orbital gap in hartree: 0.324
LUMO level in eV: -3.41
SMILES string: Cc1nc([NH2+]CCCn2ccnc2)c2oc3ccccc3c2n1
M in g mol⁻¹: 308.365
F_max in eV/A: 1.22
Charge: +1
E_tot in eV: -27413.207
2S+1: 1

No. 2
Below is a structure of composition C17H18N8O3RhS, with properties calculated with wB97M-V/def2-TZVPD.

```
48
Properties=species:S:1:pos:R:3:mulliken_spin:R:1
Rh -2.23 0.26 0.82 0.86
O -2.11 0.03 2.87 -0.02
N -2.91 -0.90 3.42 0.00
C -3.02 -0.88 4.76 0.00
C -3.76 -1.82 5.42 0.00
C -4.42 -2.81 4.69 0.00
C -4.33 -2.79 3.32 0.00
C -3.56 -1.82 2.67 0.00
S -3.40 -1.77 0.96 0.13
H -2.48 -0.08 5.24 0.00
H -3.81 -1.79 6.50 0.00
H -5.01 -3.57 5.19 0.00
H -4.85 -3.51 2.72 0.00
N -2.33 0.38 -1.50 -0.02
N -2.97 1.58 -1.85 0.00
C -3.74 2.28 -0.88 0.00
O -4.46 3.18 -1.29 0.01
O -3.54 1.89 0.31 0.02
H -1.40 0.36 -1.91 0.00
H -2.85 -0.44 -1.81 0.00
H -3.32 1.66 -2.79 0.00
C 0.26 2.38 -0.27 0.05
C 0.76 1.08 0.25 -0.04
N 0.01 0.09 0.68 0.05
C 0.85 -0.91 1.11 -0.01
C 2.14 -0.52 0.92 0.00
N 2.07 0.75 0.37 0.00
C 3.21 1.52 -0.08 0.00
N 4.02 0.78 -1.00 0.00
N 5.31 0.48 -0.70 0.00
N 5.83 -0.16 -1.67 0.00
C 4.88 -0.31 -2.66 0.00
C 4.95 -0.92 -3.92 0.00
C 3.81 -0.93 -4.68 0.00
C 2.60 -0.36 -4.21 0.00
C 2.52 0.25 -2.98 0.00
C 3.69 0.28 -2.23 0.00
H -0.83 2.42 -0.17 -0.03
H 0.50 2.52 -1.33 0.00
H 0.68 3.22 0.29 0.00
H 0.47 -1.83 1.51 0.00
H 3.08 -1.01 1.11 0.00
H 3.86 1.77 0.77 0.00
H 2.84 2.44 -0.53 0.00
H 5.88 -1.34 -4.27 0.00
H 3.83 -1.38 -5.66 0.00
H 1.72 -0.41 -4.84 0.00
H 1.59 0.67 -2.63 0.00
```

Frontier orbital gap (spin up / spin down) in hartree: 0.270 / 0.264
LUMO level (spin up / spin down) in eV: 0.02 / 0.02
M in g mol⁻¹: 517.357
F_max in eV/A: 1.27
Charge: 0
E_tot in eV: -49825.736
2S+1: 2

No. 3
Below is a cluster of 3 separate species, C17H18O6 in total, with properties calculated with wB97M-V/def2-TZVPD.

```
41
Properties=species:S:1:pos:R:3:nbo_charge:R:1
C 4.00 -2.96 -0.11 -0.21
C 3.19 -2.41 0.58 -0.01
C 2.09 -1.55 1.06 -0.19
C 2.37 -0.29 1.40 0.04
C 3.75 0.29 1.34 -0.66
C 1.20 0.57 1.84 0.51
O 1.31 1.40 2.71 -0.50
C -0.09 0.29 1.10 -0.23
C -0.37 -0.96 0.78 -0.25
C 0.66 -2.00 1.18 0.53
O 0.35 -3.10 1.59 -0.50
H 4.71 -3.41 -0.76 0.24
H 4.40 -0.26 2.03 0.23
H 4.17 0.21 0.34 0.25
H 3.73 1.32 1.70 0.24
H -0.77 1.09 0.82 0.25
H -1.26 -1.27 0.26 0.25
O -3.05 0.51 -0.02 -0.58
C -3.67 1.03 0.86 0.80
C -5.09 1.55 0.78 -0.53
C -5.19 2.43 2.02 -0.43
C -4.20 1.76 2.96 -0.07
O -3.19 1.20 2.11 -0.48
H -5.78 0.71 0.82 0.24
H -5.25 2.12 -0.14 0.24
H -6.19 2.51 2.43 0.22
H -4.84 3.44 1.78 0.21
H -4.66 0.94 3.53 0.18
H -3.75 2.45 3.66 0.20
O 2.28 1.82 -2.46 -0.56
C 2.09 0.66 -2.71 0.79
C 1.82 0.06 -4.07 -0.53
C 1.28 -1.31 -3.72 -0.43
C 1.96 -1.60 -2.39 -0.06
O 2.14 -0.31 -1.77 -0.50
H 2.76 0.01 -4.62 0.24
H 1.09 0.66 -4.62 0.24
H 1.47 -2.07 -4.47 0.22
H 0.20 -1.24 -3.57 0.21
H 2.95 -2.05 -2.51 0.18
H 1.37 -2.24 -1.74 0.20
```

Frontier orbital gap in hartree: 0.322
LUMO level in eV: -0.45
SMILES string: C#CC1=C(C)C(=O)C=CC1=O.O=C1CCCO1.O=C1CCCO1
M in g mol⁻¹: 318.325
F_max in eV/A: 2.10
Charge: 0
E_tot in eV: -30203.117
2S+1: 1

No. 4
Below is a structure of composition C17H19BCuNO2Se2, with properties calculated with wB97M-V/def2-TZVPD.

```
43
Properties=species:S:1:pos:R:3:nbo_charge:R:1
Cu -0.56 0.99 0.99 0.42
C -1.00 -3.63 -1.51 -0.79
Se -1.01 -1.93 -0.58 0.26
C -0.14 -0.93 -2.00 -0.59
C 1.37 -1.13 -2.07 -0.57
Se 2.29 -0.06 -0.74 0.27
C 4.07 -0.49 -1.38 -0.79
H -1.54 -3.55 -2.44 0.21
H -1.50 -4.35 -0.87 0.23
H 0.02 -3.97 -1.69 0.21
H -0.41 0.12 -1.85 0.27
H -0.61 -1.24 -2.94 0.22
H 1.75 -0.82 -3.05 0.21
H 1.63 -2.18 -1.92 0.21
H 4.27 -1.55 -1.28 0.21
H 4.78 0.06 -0.76 0.23
H 4.18 -0.17 -2.41 0.21
O -1.15 2.23 -1.75 -0.69
B -1.29 2.25 -0.35 0.51
O -2.10 3.35 0.01 -0.69
C -2.42 3.99 -1.17 0.29
C -3.19 5.12 -1.36 -0.27
C -3.36 5.55 -2.68 -0.22
C -2.78 4.86 -3.74 -0.23
C -2.00 3.72 -3.53 -0.24
C -1.85 3.31 -2.23 0.21
H -3.63 5.64 -0.52 0.22
H -3.95 6.43 -2.88 0.21
H -2.93 5.22 -4.75 0.21
H -1.55 3.17 -4.35 0.22
N 0.04 -0.10 2.44 -0.43
C 0.07 -0.18 3.58 0.41
C 0.16 -0.35 5.02 -0.18
C -0.92 -0.89 5.71 -0.15
C -0.82 -1.05 7.08 -0.21
C 0.33 -0.66 7.75 -0.16
C 1.40 -0.11 7.05 -0.21
C 1.32 0.05 5.68 -0.15
H -1.81 -1.19 5.18 0.23
H -1.65 -1.47 7.64 0.23
H 0.40 -0.79 8.82 0.22
H 2.30 0.19 7.57 0.23
H 2.14 0.47 5.11 0.23
```

Frontier orbital gap in hartree: 0.274
LUMO level in eV: -0.29
M in g mol⁻¹: 501.622
F_max in eV/A: 0.75
Charge: 0
E_tot in eV: -199531.828
2S+1: 1

No. 5
Below is a structure of composition C17H19BN6O2Pd, with properties calculated with wB97M-V/def2-TZVPD.

```
46
Properties=species:S:1:pos:R:3:mulliken_spin:R:1
H -0.13 2.45 0.72 0.00
N 0.39 1.23 -0.95 0.14
B 1.16 0.36 -3.20 -0.04
N 1.01 1.49 -2.14 -0.01
C 1.39 2.79 -2.17 0.00
Pd -0.47 -0.76 -0.49 1.08
H 1.90 3.17 -3.04 0.00
C 0.98 3.38 -0.97 0.00
H 1.11 4.39 -0.68 0.00
C 0.34 2.37 -0.24 0.00
H 1.69 0.74 -4.19 0.00
C -0.40 -2.73 0.20 0.58
H -1.09 -2.69 1.05 -0.01
H 0.54 -3.17 0.54 -0.03
H -0.69 -3.38 -0.63 -0.01
N -0.28 -0.21 -3.41 0.06
N 1.97 -0.73 -2.47 0.01
N -1.07 -0.60 -2.34 -0.02
N 1.52 -1.20 -1.25 0.07
C -1.05 -0.19 -4.51 0.01
C 3.18 -1.25 -2.73 0.00
H -0.69 0.16 -5.45 0.00
H 3.72 -0.96 -3.61 0.00
C -2.33 -0.65 -4.16 0.03
C 3.50 -2.12 -1.69 0.00
C -2.31 -0.93 -2.80 0.00
C 2.45 -2.04 -0.77 -0.02
H -3.17 -0.74 -4.81 0.00
H 4.39 -2.70 -1.61 0.00
H -3.11 -1.28 -2.16 0.00
H 2.33 -2.57 0.16 0.00
H -1.67 0.36 -0.79 0.08
O 0.38 -0.38 1.60 0.04
C -0.64 0.26 2.01 -0.05
O -1.60 0.68 1.27 0.05
C -0.81 0.53 3.49 0.02
C -1.82 1.41 3.89 0.00
C -2.18 1.53 5.23 0.00
C -1.51 0.77 6.20 0.00
C -0.46 -0.09 5.82 0.00
C -0.11 -0.20 4.46 0.00
H -2.35 1.97 3.12 0.00
H -2.98 2.23 5.52 0.00
H -1.79 0.85 7.25 0.00
H 0.07 -0.68 6.58 0.00
H 0.70 -0.86 4.14 0.00
```

Frontier orbital gap (spin up / spin down) in hartree: 0.248 / 0.261
LUMO level (spin up / spin down) in eV: -0.27 / -1.55
M in g mol⁻¹: 456.611
F_max in eV/A: 3.48
Charge: 0
E_tot in eV: -35125.427
2S+1: 3